(1)
A molecular structure, C23H28AlF9O3 at a distorted geometry, computed with ωB97M-V/def2-TZVPD.

Values from the calculation:
- Highest occupied orbital energy: -5.960 eV
- HOMO-LUMO gap: 4.38 eV
- Energy relative to the best compared isomer or geometry (same formula, charge and spin): 0.0 kcal per mole

XYZ file:
```
64
Properties=species:S:1:pos:R:3:forces:R:3:nbo_charge:R:1
O -0.660475 -0.468653 -1.310353 2.6 0.8 1.8 -0.59
C 0.768643 -0.507903 -1.820747 0.0 -0.3 0.0 -0.09
C 0.513316 0.655866 -2.769975 0.5 -0.8 -0.6 -0.49
H 0.922130 -1.498724 -2.274708 0.0 0.5 0.2 0.24
H 1.592227 -0.311384 -1.085900 -0.6 -0.2 0.2 0.19
C -0.922127 0.686671 -2.187243 0.4 1.0 -1.0 0.29
H 0.611194 0.193520 -3.728525 0.0 0.6 0.1 0.28
H 1.136449 1.568313 -2.774400 -0.5 -0.5 0.7 0.22
C -2.149203 0.319822 -2.990356 -0.3 -0.1 -0.1 -0.64
H -2.150223 -0.747113 -3.225504 0.2 0.1 -0.1 0.24
H -2.228364 0.889850 -3.926289 0.0 0.0 0.4 0.22
H -3.053289 0.481992 -2.385616 0.2 0.2 -0.1 0.22
C -0.977363 2.046242 -1.551165 -0.5 1.1 0.7 -0.65
H 0.020990 2.397999 -1.288536 -0.2 -0.1 0.2 0.23
H -1.607410 2.177913 -0.673130 -0.2 -0.2 0.0 0.22
H -1.324006 2.779136 -2.289498 -0.1 -0.3 -0.1 0.24
Al 0.294153 0.020155 0.637898 -0.7 0.3 1.0 1.97
C 1.100707 1.306348 2.453938 1.7 0.4 0.1 -0.34
C 2.408558 0.772750 2.545374 -1.2 1.0 0.0 -0.21
C 3.106241 1.065168 1.346192 -0.5 0.6 -0.5 -0.27
H 2.837767 0.355156 3.448621 -0.2 -0.2 -0.2 0.26
C 2.261808 1.786857 0.477214 0.2 -0.4 0.7 -0.31
C 0.957402 1.917247 1.131865 0.4 -0.5 0.0 -0.66
H 0.226702 2.699995 0.926980 0.2 -0.3 0.0 0.26
H 0.440157 1.514848 3.292181 0.0 -0.6 -0.2 0.28
H 4.160558 0.875917 1.185809 -0.2 -0.2 -0.1 0.23
H 2.563750 2.344679 -0.408140 -0.2 -0.5 0.0 0.23
C -1.180547 -1.211658 2.047034 -0.4 0.9 -0.3 0.00
C -1.547457 0.287657 1.700239 -2.5 -0.8 0.1 -0.59
C -2.695326 0.247000 0.884119 1.8 -0.1 1.6 -0.01
H -1.445713 1.055276 2.470466 0.2 0.0 -0.6 0.29
C -3.073098 -1.112683 0.632142 -0.2 -1.3 0.1 -0.31
C -2.246601 -1.975010 1.296798 -0.2 1.0 -0.3 -0.04
H -2.270255 -3.057647 1.320714 0.0 0.1 -0.3 0.23
H -1.261473 -1.383763 3.134443 0.2 0.2 -0.2 0.27
H -3.240925 1.130974 0.569988 -0.1 -0.2 0.0 0.22
H -3.950611 -1.395914 0.049199 0.4 0.0 0.1 0.23
O 0.129963 -1.239639 -4.471702 0.3 0.0 -3.6 -0.58
C -0.177397 -0.250778 -5.589858 0.3 -0.4 0.5 -0.08
C 0.304960 -0.831000 -6.912083 -0.3 -0.7 0.1 -0.43
H 0.351420 0.713016 -5.453449 -0.3 -0.5 0.5 0.18
H -1.257766 -0.069836 -5.562464 0.4 -0.1 0.0 0.20
C 1.310570 -1.952377 -6.519051 -0.1 0.4 -0.2 -0.43
H 0.784284 -0.077055 -7.558012 -0.3 -0.3 0.3 0.23
H -0.569235 -1.246536 -7.435329 0.5 0.0 0.0 0.21
C 1.135501 -2.168578 -5.001674 -0.3 -0.1 0.0 -0.08
H 2.337832 -1.638119 -6.772951 -0.4 -0.2 0.2 0.22
H 1.086689 -2.866413 -7.081858 0.2 0.2 0.2 0.23
H 2.122612 -2.062425 -4.509067 -0.6 0.2 0.1 0.18
H 0.736012 -3.165940 -4.792519 0.2 0.1 0.1 0.20
F -1.048475 -1.862128 6.450626 0.5 -0.5 -0.2 -0.35
C 0.224404 -1.425024 6.242459 0.1 2.7 0.5 0.98
F 1.005827 -1.908124 7.253595 -0.3 -0.8 -0.6 -0.35
F 0.666118 -1.998879 5.071286 -0.2 -0.8 0.4 -0.37
C 0.278055 0.061950 6.208681 -0.1 0.2 -0.6 -0.74
O 0.142035 -1.471448 1.558848 0.1 0.0 -1.0 -0.95
C -0.986286 0.826231 6.078759 2.7 -1.4 0.2 0.98
F -1.712273 0.888379 7.236627 -0.6 0.4 -0.7 -0.35
F -0.753230 2.108018 5.671307 -0.8 -0.2 0.2 -0.35
F -1.789676 0.239587 5.122922 -0.7 0.6 0.2 -0.37
C 1.593014 0.719203 6.427230 -2.2 -1.3 -0.5 0.98
F 1.778153 1.108106 7.727768 0.8 0.4 -0.4 -0.35
F 2.586271 -0.166132 6.104975 0.3 0.8 0.4 -0.35
F 1.782324 1.829071 5.643804 0.5 -0.1 0.6 -0.36
```
Positions in Å, forces in eV/Å.

***

(2)
A molecular structure, C23H28AsAuN3O2S, computed with ωB97M-V/def2-TZVPD.

Values from the calculation:
- Highest occupied orbital energy (spin up / spin down): -16.432 / -16.430 eV
- HOMO-LUMO gap (spin up / spin down): 7.84 / 3.88 eV
- 2S+1: 3
- Net charge: +3

XYZ file:
```
59
Properties=species:S:1:pos:R:3:forces:R:3:nbo_charge:R:1
Au 0.565426 -0.697288 0.270162 0.3 -0.5 -0.2 0.92
N -3.630086 -6.039098 -2.157498 0.0 0.1 0.0 -0.78
C -3.628165 -4.713869 -2.393450 0.0 -0.2 0.0 0.63
O -4.348263 -4.153916 -3.187391 0.0 0.0 0.0 -0.55
C -2.642463 -3.857011 -1.606467 0.0 0.0 0.0 -0.02
C -2.825291 -2.484288 -1.719486 0.0 0.0 0.0 -0.19
C -1.958121 -1.626285 -1.085276 0.0 0.0 0.1 0.03
N -0.927881 -2.086518 -0.351857 -0.1 0.1 -0.1 -0.52
C -0.737017 -3.409078 -0.233612 0.0 0.1 0.0 0.04
C -1.575464 -4.319364 -0.847179 0.0 -0.1 0.0 -0.21
H -4.279400 -6.606073 -2.680567 0.0 0.0 0.0 0.44
H -3.071782 -6.489323 -1.457445 0.0 0.0 0.0 0.40
H -3.644018 -2.115365 -2.321975 0.0 0.0 0.0 0.28
H -2.063638 -0.552133 -1.147484 0.0 0.0 0.0 0.23
H 0.111152 -3.736349 0.351827 0.0 0.0 0.0 0.22
H -1.353543 -5.371835 -0.736338 0.0 0.0 0.0 0.25
C 0.117790 3.947121 -0.639444 0.1 0.1 0.1 -0.79
S -1.264135 2.886510 -0.172593 -0.2 -0.3 -0.2 1.36
O -0.980968 1.501608 -0.638520 0.0 0.3 0.0 -0.95
C -2.469729 3.580211 -1.260891 0.0 0.1 -0.1 -0.12
C -3.255059 4.672375 -0.794204 0.2 -0.1 -0.1 -0.18
C -4.105609 5.280242 -1.667922 -0.1 -0.1 -0.4 -0.17
C -4.220806 4.774750 -2.994359 0.1 -0.1 0.2 0.06
C -3.453116 3.659944 -3.438228 -0.2 0.3 0.0 -0.19
C -2.611727 3.035761 -2.568995 0.0 0.0 0.3 -0.13
H 0.220863 3.971513 -1.721943 0.0 -0.1 0.0 0.26
H 0.986538 3.487770 -0.168972 0.0 0.0 0.0 0.27
H -0.049110 4.943976 -0.230071 0.0 0.0 0.0 0.27
H -3.162954 5.017799 0.228253 0.0 0.0 0.0 0.26
H -4.703166 6.128812 -1.362461 0.0 0.0 0.0 0.28
H -4.920774 5.239835 -3.678189 0.0 0.0 0.0 0.26
H -3.542234 3.321835 -4.461977 0.0 0.0 0.0 0.27
H -2.023106 2.176846 -2.863671 0.0 0.0 0.0 0.26
C 0.394277 0.375578 3.730527 0.0 0.0 0.0 -0.94
As -0.025029 -1.144035 2.628533 0.1 0.1 0.3 1.13
C -1.878671 -1.539551 2.942737 0.0 0.0 -0.1 -0.95
C 1.005865 -2.609866 3.336273 0.0 0.0 0.0 -0.94
H 0.196601 0.102234 4.767548 0.0 0.0 0.0 0.27
H -0.235037 1.218041 3.452958 0.0 0.0 0.0 0.25
H 1.443598 0.636427 3.615650 0.0 0.0 0.0 0.26
H -1.953428 -1.953737 3.947696 0.0 0.0 0.0 0.27
H -2.245571 -2.263669 2.219767 0.0 0.0 0.0 0.26
H -2.462912 -0.624366 2.879103 0.0 0.0 0.0 0.26
H 0.432250 -3.060482 4.145372 0.0 0.0 0.0 0.27
H 1.945617 -2.220270 3.722299 0.0 0.0 0.0 0.27
H 1.213700 -3.358517 2.576683 0.0 0.0 0.0 0.26
N 2.419598 0.033774 -0.419209 -0.1 0.1 0.1 -0.62
C 3.480472 0.099418 -0.863148 0.2 0.0 -0.1 0.57
C 4.790471 0.188064 -1.415805 -0.2 0.0 0.1 -0.26
C 5.045574 -0.403569 -2.657604 0.0 0.0 0.0 -0.13
C 6.319785 -0.321988 -3.181362 0.0 0.0 0.0 -0.20
C 7.319145 0.339974 -2.476002 0.0 0.0 0.0 -0.12
C 7.058258 0.925302 -1.241394 0.0 0.0 0.0 -0.20
C 5.790668 0.854775 -0.700451 0.0 0.0 0.1 -0.13
H 4.257722 -0.914760 -3.194546 0.0 0.0 0.0 0.23
H 6.537839 -0.774162 -4.138730 0.0 0.0 0.0 0.25
H 8.315415 0.400276 -2.893903 0.0 0.0 0.0 0.25
H 7.845526 1.433673 -0.702674 0.0 0.0 0.0 0.25
H 5.573424 1.303571 0.259655 0.0 0.0 0.0 0.23
```
Positions in Å, forces in eV/Å.

***

(3)
A gas-phase ion, C23H28BClF14I3N2O5 (charge -1) at a distorted geometry, computed with ωB97M-V/def2-TZVPD.

Values from the calculation:
- Highest occupied orbital energy: -5.188 eV
- HOMO-LUMO gap: 7.20 eV
- Net charge: -1

XYZ file:
```
77
Properties=species:S:1:pos:R:3:forces:R:3:mulliken_charge:R:1
C -4.439713 -1.312468 1.647370 0.1 0.1 0.8 -1.27
C -2.822578 -1.073179 1.678167 -1.9 -0.1 0.1 0.65
C -2.371626 -0.676270 0.194614 0.5 -1.0 1.0 -1.71
I -3.676487 0.996179 -0.456090 0.6 -0.5 0.1 0.01
C -0.778852 -0.327339 0.060088 -0.8 -0.3 3.1 1.68
C 0.131836 -1.633940 0.230270 0.1 -1.8 -0.8 -0.86
C -0.587434 -3.043500 -0.069651 1.2 -1.1 0.4 -0.07
C 0.470259 -4.188230 0.432291 -1.1 -0.5 -0.6 -0.92
C -0.333355 -5.376466 1.180948 2.2 0.7 0.3 0.61
F -1.079847 -4.920996 2.301659 1.2 -1.1 -2.3 -0.27
F 0.665560 -6.282675 1.702687 -2.2 1.4 -0.9 -0.34
C -1.250795 -6.225596 0.174112 -1.4 -1.7 -0.6 0.71
F -0.635974 -6.480925 -1.073802 -1.3 0.8 3.1 -0.24
F -1.513701 -7.501625 0.757026 0.5 2.8 -1.3 -0.27
F -2.500165 -5.623247 -0.079867 3.0 -1.2 0.6 -0.22
C -0.290878 0.517003 1.388196 1.4 -0.1 -0.4 -1.58
C -0.929511 1.942431 1.578848 -1.5 0.4 0.6 -0.64
C -0.082438 3.041106 2.342257 -0.5 0.7 -1.9 0.73
F -0.955519 4.061253 2.867928 1.9 -2.2 -0.7 -0.35
F 0.719041 3.721941 1.354959 -1.1 -1.3 2.2 -0.32
C 0.882552 2.568946 3.507497 2.2 1.9 0.3 0.65
F 2.004780 1.789060 3.069700 -3.0 1.4 0.8 -0.31
F 1.498403 3.776316 4.008746 -1.2 -2.5 -1.0 -0.34
C 0.197090 1.896791 4.788740 0.6 0.1 1.3 0.41
F -0.059285 2.963631 5.711071 -0.1 -2.8 -2.1 -0.29
F -0.940221 1.113887 4.536684 2.1 2.1 0.4 -0.20
C 1.247773 0.919273 5.555999 -0.5 -1.2 2.0 0.62
F 0.626198 0.601454 6.805036 1.4 0.7 -2.7 -0.27
F 2.455747 1.549661 5.879343 -2.7 -1.7 -1.2 -0.23
F 1.403217 -0.320828 4.895750 0.1 3.3 1.4 -0.19
O -0.623845 0.552709 -1.006582 1.1 0.0 -0.5 -0.14
C -0.018076 0.224218 -2.229846 -0.1 0.1 -3.8 1.12
C -0.379584 -1.257386 -2.819305 -3.6 -4.9 0.0 0.05
O 0.478423 -2.090282 -3.232296 -0.5 2.9 1.3 -0.66
O -1.716256 -1.679152 -2.802616 4.8 3.3 0.8 -0.78
C -0.840705 1.140185 -3.331975 -0.7 0.5 1.5 -1.65
I -0.769931 0.358935 -5.368772 0.2 -0.3 0.5 0.16
C -0.538291 2.697330 -3.313043 -0.6 0.5 0.2 -0.31
C -0.986517 3.513522 -2.013677 0.9 0.7 -0.3 -0.39
I -1.789815 3.561879 -4.945307 0.3 0.5 0.6 -0.02
C 1.594471 0.517121 -2.312225 -0.3 -1.6 2.6 -0.80
C 2.064841 1.800600 -1.480089 0.5 0.1 1.5 0.96
C 3.589168 1.687769 -0.929358 -0.2 -0.9 0.6 -0.47
N 3.955514 0.808380 -0.020354 -0.3 2.5 -2.4 -0.52
N 2.190561 0.299204 -3.648647 0.2 0.8 0.3 0.11
Cl 3.459485 -0.908487 -3.513559 -0.3 0.1 -0.3 -0.14
B 2.828866 1.439087 -4.330726 1.1 1.8 -1.2 0.90
O 4.235454 1.766526 -4.038749 -1.8 0.5 0.2 -0.60
O 2.218144 2.293027 -5.339196 1.8 -1.7 1.5 -0.54
H -4.774891 -2.105503 2.406427 0.7 1.0 -1.1 0.35
H -4.785639 -1.639979 0.611925 0.4 0.5 1.4 0.32
H -4.965995 -0.339175 1.975545 0.7 -1.6 -0.9 0.33
H -2.659691 -0.266050 2.468787 0.1 -1.0 -1.2 -0.07
H -2.374624 -2.039595 2.083532 -0.1 1.3 -0.9 0.15
H -2.707437 -1.509227 -0.505931 0.8 1.3 0.6 0.83
H 1.070614 -1.650630 -0.439587 -1.5 0.4 0.8 -0.05
H 0.563724 -1.766634 1.295981 -1.0 0.8 -1.6 0.44
H -1.535698 -3.231059 0.529435 1.1 0.7 -0.9 0.15
H -0.765032 -3.260780 -1.172520 0.0 0.8 1.4 0.21
H 0.973897 -4.660992 -0.489912 -0.8 0.6 1.5 0.33
H 1.302993 -3.769731 1.085635 -1.3 -0.7 -0.5 0.51
H -0.365679 -0.133968 2.340424 -0.2 1.1 -1.6 0.59
H 0.849507 0.619814 1.212114 -1.7 -0.1 0.2 0.75
H -1.910283 1.813706 2.179799 1.6 0.3 -0.9 0.35
H -1.270315 2.433404 0.593377 0.8 -0.8 1.5 -0.34
H -1.942495 1.004945 -3.009602 1.8 0.1 -0.7 0.72
H 0.508925 3.039672 -3.586608 -1.3 -0.8 0.1 0.36
H -0.892326 4.636895 -2.260939 -0.1 -1.7 0.3 0.57
H -0.207190 3.314625 -1.198151 -1.4 0.1 -0.9 -0.17
H -2.061954 3.350536 -1.682418 1.6 -0.2 -0.4 0.11
H 2.035277 -0.357043 -1.689207 -0.8 1.5 -0.9 0.76
H 1.470871 1.845690 -0.486894 0.7 -0.3 -1.7 -0.99
H 1.854141 2.814778 -1.965198 0.6 -1.4 0.4 0.31
H 4.349277 2.436550 -1.336835 -1.0 -0.9 0.4 0.21
H 4.974251 0.975857 0.128765 -0.9 -0.3 0.1 0.25
H 4.270133 2.608565 -3.527426 0.0 -0.8 -0.8 0.29
H 2.989652 2.638496 -5.854770 -1.0 -0.1 0.7 0.29
```
Positions in Å, forces in eV/Å.

***

(4)
A molecular structure, C23H28BN8O2Tb at a distorted geometry, computed with ωB97M-V/def2-TZVPD.

Values from the calculation:
- Highest occupied orbital energy (spin up / spin down): -17.856 / -17.856 eV
- HOMO-LUMO gap (spin up / spin down): 8.87 / 6.03 eV
- Energy relative to the best compared isomer or geometry (same formula, charge and spin): 18.9 kcal per mole
- 2S+1: 8
- Net charge: +3

XYZ file:
```
63
Properties=species:S:1:pos:R:3:forces:R:3:mulliken_charge:R:1
Tb -0.555253 -1.868531 0.670883 -1.8 0.6 0.0 1.17
C -2.943981 -1.629019 -2.007885 0.0 0.1 0.0 -1.29
C -2.334770 -0.292525 -1.740026 0.2 0.0 0.1 0.61
C -2.510499 0.915434 -2.419477 0.0 0.0 0.0 -1.49
C -1.672808 1.796455 -1.784180 -0.1 0.0 -0.2 -0.12
N -1.037082 1.159195 -0.773172 0.2 0.2 0.0 0.99
N -1.440554 -0.141549 -0.755259 -0.5 -0.2 0.0 -0.45
B 0.048727 1.779298 0.128557 -0.3 -0.9 0.1 -0.04
N 1.492791 1.421547 -0.462278 0.2 0.4 0.1 -0.23
C 2.568788 2.181824 -0.733875 -0.2 -0.2 0.0 0.21
C 3.591050 1.427239 -1.285883 0.0 0.1 0.0 -1.63
C 3.134152 0.128589 -1.342106 0.0 0.0 0.1 0.92
C 3.771719 -1.133037 -1.775454 0.0 -0.2 0.0 -1.23
N 1.873428 0.162841 -0.857618 -0.4 0.1 -0.2 -0.41
N -0.079688 1.306298 1.588374 -0.1 0.2 -0.2 1.18
C 0.169435 2.026003 2.707537 0.1 0.0 0.2 -0.05
C -0.181576 1.282211 3.806726 0.0 -0.1 0.0 -1.38
C -0.652571 0.072913 3.282367 0.0 0.1 -0.2 0.73
C -1.139511 -1.158390 3.974069 0.2 0.1 0.1 -1.45
N -0.594285 0.106675 1.947668 -0.3 -0.1 0.3 -0.70
N -0.314439 3.300368 0.183264 0.4 0.5 -0.2 1.79
C -1.578278 3.731781 0.664933 -0.5 -0.1 0.2 -0.53
C -1.636588 5.075176 0.578404 0.4 0.0 -0.2 -0.88
C -0.371298 5.449607 0.037293 -0.5 0.2 0.2 0.47
C 0.153849 6.764153 -0.277342 0.3 0.1 -0.2 -1.23
N 0.394051 4.310210 -0.184026 0.5 -0.6 -0.1 -1.10
H -3.820732 -1.531167 -2.643743 0.0 0.0 0.0 0.46
H -3.262971 -2.115052 -1.081864 0.0 0.0 0.0 0.33
H -2.231225 -2.266964 -2.534454 0.0 -0.1 0.0 0.16
H -3.168165 1.115939 -3.248088 0.0 0.0 0.0 0.54
H -1.504717 2.838211 -2.006074 0.1 0.0 0.0 0.51
H 2.549624 3.231076 -0.535159 -0.1 0.3 0.0 0.62
H 4.554457 1.783338 -1.608193 0.0 0.0 0.0 0.50
H 4.699669 -0.926330 -2.300874 0.0 0.0 0.0 0.43
H 3.110191 -1.704364 -2.426681 0.0 0.0 0.0 0.28
H 4.004455 -1.751037 -0.904974 0.0 0.0 0.0 0.27
H 0.592270 3.017973 2.670816 0.0 0.0 -0.1 0.54
H -0.123344 1.567562 4.843554 0.0 0.0 0.0 0.52
H -1.682862 -0.902781 4.881737 -0.1 0.0 0.0 0.45
H -0.299328 -1.786497 4.280042 0.0 0.0 0.0 0.28
H -1.823607 -1.733450 3.338641 0.0 0.0 0.1 0.32
H -2.307487 3.022285 1.025041 0.1 -0.1 0.0 0.57
H -2.446038 5.730455 0.855367 0.0 0.0 0.0 0.50
H -0.542218 7.561257 -0.039094 0.0 0.0 0.0 0.40
H 0.438348 6.813340 -1.339221 -0.1 0.0 0.0 0.35
H 1.115012 6.920073 0.233319 -0.1 0.0 0.1 0.35
C -0.058488 -4.201923 -2.530012 0.0 0.0 0.0 -1.68
C 0.022838 -4.164144 -1.030243 -0.1 -0.2 0.1 1.07
C 1.270747 -4.112855 -0.393494 -0.2 -0.2 0.1 -0.11
C 1.381260 -4.205276 0.990037 -0.2 -0.3 0.0 -0.77
C 0.239976 -4.348506 1.782124 -0.1 -0.3 -0.1 -0.63
C -1.019976 -4.431387 1.169651 0.1 -0.8 -0.3 -0.78
C -1.125249 -4.326641 -0.228687 0.1 -0.8 0.2 -0.54
H 0.260924 -3.257606 -2.976593 0.0 0.0 0.0 0.34
H -1.063428 -4.438857 -2.873062 0.0 0.0 0.0 0.45
H 0.612340 -4.973980 -2.909250 0.0 0.0 0.0 0.41
H 2.168653 -4.090547 -0.998883 0.0 0.1 0.0 0.60
H 2.361708 -4.238952 1.446325 0.0 0.1 0.0 0.51
H 0.344139 -4.547807 2.841367 -0.1 0.2 0.0 0.57
H -1.876543 -4.767134 1.743319 -0.1 0.3 0.1 0.56
H -2.065860 -4.578932 -0.704827 -0.1 0.3 0.0 0.64
O 1.141161 -0.935553 -0.649598 0.6 0.4 -0.4 0.44
O 1.399660 -1.438532 0.690236 2.4 0.5 0.2 -0.34
```
Positions in Å, forces in eV/Å.